DFT (the ωB97M-V functional and the def2-TZVPD basis) results for a molecular structure, C26H47GeN2P2PbS3Sb.

energy	-150086.1199	eV
2S+1	2
total charge	+1
ΔE to the lowest compared entry with this formula, charge and spin	22.4	kcal per mole
E_HOMO (alpha / beta)	-0.360 / -0.397	Ha
orbital gap (alpha / beta)	6.5 / 6.2	eV

Cartesian coordinates (Å):
Pb1 -0.321 -1.018 1.874
S1 -2.631 -2.101 4.089
Sb1 -0.533 -2.314 5.311
S2 0.818 -0.679 4.338
S3 -1.302 -3.561 3.333
C1 -0.686 -0.079 -2.542
P1 -0.276 -1.274 -1.223
C2 1.450 -1.729 -1.675
N1 1.684 -2.136 -2.901
C3 2.932 -2.557 -3.211
C4 3.219 -3.002 -4.522
C5 4.469 -3.459 -4.815
C6 5.484 -3.492 -3.827
C7 5.237 -3.062 -2.557
C8 3.951 -2.577 -2.225
N2 3.707 -2.113 -0.979
C9 2.495 -1.688 -0.707
P2 2.285 -0.939 0.957
C10 3.399 -1.914 1.999
C11 3.003 0.769 0.796
C12 2.126 1.542 -0.193
C13 4.451 0.743 0.311
C14 2.916 1.423 2.180
C15 -1.257 -2.810 -1.620
C16 -0.540 -3.999 -0.975
C17 -1.458 -3.055 -3.115
C18 -2.619 -2.609 -0.939
H1 -0.391 -0.450 -3.523
H2 -0.174 0.863 -2.343
H3 -1.761 0.113 -2.531
H4 2.427 -2.973 -5.258
H5 4.698 -3.805 -5.814
H6 6.465 -3.863 -4.092
H7 5.996 -3.073 -1.785
H8 4.399 -1.951 1.573
H9 3.005 -2.929 2.069
H10 3.410 -1.485 2.999
H11 2.173 1.110 -1.197
H12 2.478 2.573 -0.260
H13 1.080 1.564 0.128
H14 4.539 0.314 -0.687
H15 5.097 0.179 0.986
H16 4.825 1.769 0.274
H17 1.891 1.435 2.558
H18 3.267 2.454 2.107
H19 3.539 0.911 2.915
H20 0.393 -4.236 -1.489
H21 -1.183 -4.880 -1.021
H22 -0.319 -3.811 0.082
H23 -0.505 -3.164 -3.632
H24 -2.019 -2.246 -3.585
H25 -2.033 -3.975 -3.250
H26 -2.515 -2.548 0.149
H27 -3.270 -3.457 -1.164
H28 -3.123 -1.704 -1.289
C19 -2.085 4.850 0.909
C20 -1.538 5.106 2.308
C21 -1.660 3.930 3.273
C22 -0.803 2.708 2.897
Ge1 -1.614 1.471 1.605
C23 -3.478 0.945 1.961
C24 -4.551 1.913 1.455
C25 -4.576 2.071 -0.061
C26 -5.692 3.000 -0.525
H29 -2.020 5.750 0.296
H30 -3.137 4.551 0.940
H31 -1.525 4.072 0.385
H32 -2.058 5.964 2.741
H33 -0.484 5.394 2.241
H34 -2.710 3.639 3.380
H35 -1.342 4.268 4.263
H36 -0.613 2.094 3.780
H37 0.172 3.033 2.523
H38 -1.291 1.719 0.120
H39 -3.554 0.815 3.043
H40 -3.636 -0.045 1.523
H41 -4.423 2.894 1.922
H42 -5.527 1.548 1.789
H43 -4.698 1.084 -0.520
H44 -3.612 2.458 -0.409
H45 -6.668 2.621 -0.219
H46 -5.699 3.104 -1.610
H47 -5.572 3.997 -0.095

Atoms 1-6, force components in eV/Å:
0.0 0.0 0.1
0.0 0.0 -0.1
0.0 0.0 0.1
0.0 0.0 0.0
0.0 0.0 0.0
0.0 0.0 0.0

---

DFT (the ωB97M-V functional and the def2-TZVPD basis) results for a gas-phase ion, C7H7 (charge -1) in a non-equilibrium geometry.

energy	-7370.9110	eV
total charge	-1
ΔE to the lowest compared entry with this formula, charge and spin	16.9	kcal per mole
E_HOMO	-0.035	Ha
orbital gap	5.3	eV

Cartesian coordinates (Å):
C1 -1.042 0.798 -1.437
C2 0.365 1.013 -1.309
C3 -1.636 0.016 -0.535
C4 1.129 0.475 -0.233
C5 -0.872 -0.717 0.455
C6 0.495 -0.404 0.606
C7 1.161 -0.945 1.794
H1 -1.544 1.243 -2.259
H2 0.927 1.482 -2.056
H3 -2.639 -0.334 -0.736
H4 2.176 0.758 0.000
H5 -1.205 -1.492 1.163
H6 0.468 -1.267 2.600
H7 2.216 -0.627 1.947

Atoms 1-6, force components in eV/Å:
3.2 1.7 -1.0
0.3 -1.4 2.1
-0.2 -4.2 2.9
-0.7 1.8 -2.9
-1.1 1.5 -1.8
0.7 -2.0 5.0

---

DFT (the ωB97M-V functional and the def2-TZVPD basis) results for 2 unconnected molecules or ions with the total composition C2H7OPS in a non-equilibrium geometry.

energy	-24355.5164	eV
ΔE to the lowest compared entry with this formula, charge and spin	105.0	kcal per mole
E_HOMO (alpha / beta)	-0.315 / -0.315	Ha
orbital gap (alpha / beta)	7.3 / 7.3	eV

Cartesian coordinates (Å):
C1 -0.014 1.265 -0.420
C2 -0.501 0.128 0.323
O1 1.117 1.604 0.238
P1 -1.871 -0.910 -0.045
S1 1.512 -1.490 -0.228
H1 0.128 0.841 -1.373
H2 -0.630 2.195 -0.500
H3 -0.119 0.046 1.371
H4 1.639 0.794 0.229
H5 -1.540 -1.988 0.679
H6 -1.638 -1.393 -1.293
H7 1.918 -1.092 1.020

Atoms 1-6, force components in eV/Å:
-1.2 1.1 0.3
0.8 -3.2 1.2
2.3 1.7 0.3
-1.9 1.6 0.4
-1.1 1.6 1.3
0.4 0.1 -1.9

---

DFT (the ωB97M-V functional and the def2-TZVPD basis) results for a molecular structure, C11H31O9S5V in a non-equilibrium geometry.

energy	-110190.2536	eV
2S+1	2
total charge	+1
ΔE to the lowest compared entry with this formula, charge and spin	78.6	kcal per mole
E_HOMO (alpha / beta)	-0.395 / -0.395	Ha
orbital gap (alpha / beta)	5.1 / 5.5	eV

Cartesian coordinates (Å):
O1 23.181 16.282 -7.723
V1 24.514 16.162 -8.629
O2 23.140 18.899 -11.117
C1 23.659 17.967 -10.336
O3 23.518 16.740 -10.561
O4 24.275 18.356 -9.276
H1 23.448 19.735 -10.714
C2 24.761 11.924 -9.125
S1 23.784 13.059 -10.085
O5 23.691 14.353 -9.284
C3 24.918 13.447 -11.424
H2 24.676 10.873 -9.398
H3 24.431 11.894 -8.081
H4 25.788 12.296 -9.100
H5 25.024 12.575 -12.077
H6 25.942 13.499 -11.026
H7 24.694 14.360 -11.964
C4 22.913 16.294 -14.073
S2 21.566 17.112 -14.954
O6 20.887 16.024 -15.729
C5 20.490 17.445 -13.527
H8 23.493 15.653 -14.733
H9 22.540 15.704 -13.229
H10 23.637 16.967 -13.605
H11 20.996 17.997 -12.739
H12 20.022 16.523 -13.183
H13 19.649 17.976 -13.974
C6 18.516 14.731 -8.886
S3 19.280 16.147 -9.754
O7 20.246 16.751 -8.739
C7 20.316 15.049 -10.783
H14 19.255 14.232 -8.268
H15 18.063 14.114 -9.660
H16 17.721 15.160 -8.279
H17 21.025 15.560 -11.426
H18 19.682 14.415 -11.408
H19 20.846 14.391 -10.094
C8 20.522 17.823 -5.675
S4 22.071 18.069 -4.735
O8 22.908 16.821 -4.907
C9 22.751 19.339 -5.834
H20 19.980 16.984 -5.241
H21 20.687 17.582 -6.725
H22 19.910 18.720 -5.588
H23 22.867 18.951 -6.845
H24 23.696 19.690 -5.427
H25 22.038 20.165 -5.827
C10 26.303 18.205 -12.699
S5 27.316 17.070 -13.683
O9 26.360 16.328 -14.557
C11 28.139 18.363 -14.659
H26 25.704 17.617 -12.003
H27 25.597 18.788 -13.290
H28 26.951 18.869 -12.124
H29 28.679 19.088 -14.052
H30 27.372 18.869 -15.244
H31 28.856 17.843 -15.291

Atoms 1-6, force components in eV/Å:
4.7 -0.2 -2.1
-8.0 1.7 0.1
0.4 -0.2 0.1
0.3 0.6 1.7
0.9 -0.6 0.6
0.7 -1.4 -0.2

---

DFT (the ωB97M-V functional and the def2-TZVPD basis) results for 2 unconnected molecules or ions with the total composition C8H18N2O in a non-equilibrium geometry.

energy	-13607.5807	eV
ΔE to the lowest compared entry with this formula, charge and spin	184.5	kcal per mole
E_HOMO	-0.269	Ha
orbital gap	7.5	eV

Cartesian coordinates (Å):
C1 0.785 0.635 -1.043
C2 1.397 -0.232 0.216
C3 -2.681 -0.575 -0.311
C4 1.480 0.840 1.319
C5 0.554 -1.503 0.600
C6 -2.913 0.018 1.002
C7 -3.854 -0.523 -1.246
C8 3.685 0.079 -0.497
N1 -0.615 0.941 -0.838
N2 2.648 -0.789 -0.102
O1 -0.878 2.060 -0.454
H1 1.366 1.585 -0.938
H2 0.740 0.402 -2.145
H3 0.410 1.002 1.658
H4 1.817 1.892 0.882
H5 2.023 0.645 2.238
H6 -0.501 -1.290 0.770
H7 0.858 -1.765 1.700
H8 0.562 -2.289 -0.043
H9 -1.964 0.122 1.624
H10 -3.757 -0.538 1.513
H11 -3.381 1.082 1.043
H12 -3.885 -1.402 -1.907
H13 -3.602 0.317 -1.999
H14 -4.822 -0.329 -0.767
H15 3.385 0.793 -1.246
H16 3.836 0.737 0.388
H17 4.659 -0.324 -0.811
H18 2.648 -1.591 -0.606

Atoms 1-6, force components in eV/Å:
0.6 1.4 0.1
-1.2 -1.2 -1.1
-0.7 -1.2 -0.4
-1.6 2.2 -0.4
-0.4 3.5 4.8
-0.3 2.2 1.2

---

- What is the formula in the fourth record?
  C11H31O9S5V